(1)
# C18H22Cl2N4O3

An isolated molecule of C18H22Cl2N4O3 in a non-equilibrium geometry (ωB97M-V/def2-TZVPD, the OMol25 dataset).

Calculated values
**Lowest unoccupied orbital energy**: 0.55 eV
**SMILES**: Cc1c(Cl)cc(Cl)cc1N1CCN(C(=O)CC[C@@]2(C)NC(=O)NC2=O)CC1
**Electronic energy**: -2064.27044 Eh

```
49
C18H22Cl2N4O3 (ωB97M-V/def2-TZVPD)
C 1.5272 -4.9132 -0.9196
C 0.1360 -4.4281 -0.6295
C -0.9378 -5.3434 -0.4590
Cl -0.6819 -7.0346 -0.6722
C -2.1975 -4.8390 -0.1199
C -2.4191 -3.4623 0.0443
Cl -4.0026 -2.9301 0.4220
C -1.4101 -2.5754 -0.1696
C -0.1223 -3.0412 -0.4560
N 0.8928 -2.0829 -0.5157
C 1.3649 -1.3975 0.7377
C 2.2266 -0.1571 0.3866
N 1.6431 0.6856 -0.6751
C 1.4073 2.0446 -0.4740
O 1.1806 2.7590 -1.4695
C 1.3170 2.6959 0.9295
C 0.5912 4.0176 1.0368
C -0.9155 3.9947 0.8376
C -1.4891 5.4060 1.0114
N -1.3605 3.3959 -0.4049
C -2.0510 2.2603 -0.0952
O -2.0039 1.2072 -0.7243
N -2.5253 2.2235 1.1827
C -1.6805 3.0751 1.8309
O -1.3415 2.8506 2.9807
C 1.1306 -0.0089 -1.8580
C 1.3248 -1.5269 -1.8235
H 1.9969 -4.2136 -1.5815
H 2.0592 -4.9865 0.0153
H 1.5282 -5.8782 -1.3949
H -2.9717 -5.5994 0.0054
H -1.6397 -1.4847 -0.0708
H 1.9275 -2.1268 1.3651
H 0.4589 -1.0941 1.2807
H 3.1733 -0.4627 -0.0342
H 2.3555 0.4061 1.3191
H 2.3208 2.8397 1.3295
H 0.8423 1.9406 1.5496
H 0.7809 4.4306 2.0157
H 1.0078 4.6732 0.2284
H -0.8495 6.1051 0.4796
H -2.4807 5.4765 0.5337
H -1.5524 5.6683 2.0948
H -0.7180 3.3204 -1.1952
H -2.5916 1.3107 1.5264
H 0.0751 0.1976 -1.9757
H 1.6507 0.3701 -2.7486
H 0.6826 -1.9729 -2.6148
H 2.3401 -1.7957 -2.0618
```


(2)
# C18H22ClF2N3O2

An isolated molecule of C18H22ClF2N3O2 in a non-equilibrium geometry (ωB97M-V/def2-TZVPD, the OMol25 dataset).

Calculated values
**Lowest unoccupied orbital energy**: 0.35 eV
**SMILES**: CCC(CC)Nc1nc(C)c(-c2ccc(OC(F)F)cc2Cl)nc1OC
**Electronic energy**: -1673.69845 Eh

```
48
C18H22ClF2N3O2 (ωB97M-V/def2-TZVPD)
C -2.7234 0.4038 -2.8676
C -2.2291 1.7188 -2.3412
C -2.7359 2.0253 -0.8270
C -4.2396 2.1025 -0.7246
C -4.7204 2.9776 0.3991
N -2.3110 0.8655 -0.0257
C -1.0389 0.7510 0.5020
N -0.3314 1.8258 0.9508
C 0.9364 1.6810 1.4110
C 1.5892 2.9848 1.6510
C 1.5803 0.4309 1.4711
C 2.9170 0.2772 1.7808
C 3.7306 -0.3705 0.7670
C 5.0224 -0.8275 0.9952
C 5.5311 -0.6246 2.2858
O 6.8021 -1.1629 2.5709
C 6.7987 -1.8788 3.7851
F 5.8617 -2.8854 3.9223
F 7.9963 -2.4195 4.0849
C 4.7814 0.0573 3.2457
C 3.5032 0.6172 3.0637
Cl 2.8088 1.3772 4.4214
N 0.9259 -0.6454 0.9675
C -0.3079 -0.4803 0.4584
O -0.8470 -1.6255 -0.0396
C 0.0186 -2.2959 -1.0591
H -2.3154 0.3571 -3.8572
H -3.7731 0.3522 -2.9078
H -2.2120 -0.3949 -2.2460
H -1.1451 1.5594 -2.2290
H -2.4797 2.5520 -3.0197
H -2.2311 2.9250 -0.5187
H -4.6861 2.5303 -1.6772
H -4.5679 1.0814 -0.6857
H -5.7963 2.6271 0.6409
H -4.1353 2.7139 1.3103
H -4.6337 4.0847 0.2603
H -2.6067 -0.0427 -0.3288
H 2.5360 3.0746 1.2149
H 1.5120 3.1906 2.7345
H 1.1284 3.8158 1.1629
H 3.2519 -0.4761 -0.2232
H 5.6799 -1.2224 0.3303
H 6.5883 -1.1277 4.5350
H 5.2457 0.4275 4.1204
H 0.5601 -1.5840 -1.6867
H 0.7054 -3.0224 -0.5635
H -0.5436 -2.9004 -1.8143
```


(3)
# C18H22CrN3OS

A structure of composition C18H22CrN3OS (ωB97M-V/def2-TZVPD, the OMol25 dataset).

Calculated values
**Spin multiplicity**: 2
**Lowest unoccupied orbital energy (spin up / spin down)**: 0.30 / 0.35 eV
**⟨S²⟩**: 0.7971
**Electronic energy**: -2381.30328 Eh

```
46
C18H22CrN3OS (ωB97M-V/def2-TZVPD)
Cr 0.5494 0.0327 0.4553
N 0.5162 0.2910 4.8294
C 0.3183 0.4514 3.4849
S 1.7065 0.2424 2.4453
N -0.8787 0.6993 3.0675
N -0.9297 0.8397 1.6798
C -1.9490 1.5290 1.3034
C -2.1434 2.0559 -0.0203
C -3.3313 2.7364 -0.3295
C -3.4905 3.3796 -1.5339
C -2.4305 3.3763 -2.4498
C -1.2516 2.7266 -2.1652
C -1.0864 2.0380 -0.9492
O 0.0336 1.3937 -0.7270
H 1.4585 0.3988 5.1607
H -0.2132 0.6529 5.4224
H -2.6575 1.8096 2.0798
H -4.1254 2.7548 0.4085
H -4.4126 3.8950 -1.7643
H -2.5384 3.8935 -3.3951
H -0.4267 2.7235 -2.8661
C 0.1818 -2.0955 -0.0124
C 1.5101 -1.9976 0.4646
C 2.2503 -1.1610 -0.4358
C 1.3855 -0.7711 -1.4708
C 0.0962 -1.3322 -1.2003
C -1.1554 -1.1782 -2.0088
C 1.7621 0.0908 -2.6298
C 3.7017 -0.7962 -0.3430
C 2.0918 -2.7978 1.5871
C -0.9405 -2.9026 0.5669
H -1.4887 -2.1476 -2.3863
H -1.0065 -0.5154 -2.8589
H -1.9675 -0.7606 -1.4094
H 2.4848 -0.4275 -3.2651
H 2.2124 1.0254 -2.2949
H 0.8948 0.3421 -3.2356
H 4.1917 -0.9400 -1.3076
H 4.2172 -1.4153 0.3897
H 3.8425 0.2471 -0.0551
H 2.4490 -3.7566 1.2010
H 1.3523 -2.9952 2.3616
H 2.9248 -2.2846 2.0617
H -1.2344 -3.7016 -0.1181
H -1.8214 -2.2861 0.7524
H -0.6521 -3.3628 1.5102
```


(4)
# C18H22FN3O3S

An isolated molecule of C18H22FN3O3S in a non-equilibrium geometry (ωB97M-V/def2-TZVPD, the OMol25 dataset).

Calculated values
**Lowest unoccupied orbital energy**: -0.13 eV
**SMILES**: CCCNC(=O)c1onc(CSc2ccc(F)cc2)c1C(=O)NC(C)C
**Electronic energy**: -1587.16296 Eh

```
48
C18H22FN3O3S (ωB97M-V/def2-TZVPD)
C -5.6449 -2.6954 0.2998
C -5.5597 -1.2921 -0.2899
C -4.3328 -1.1042 -1.1850
N -3.0996 -1.2004 -0.4393
C -2.2926 -0.1535 -0.2238
O -2.4991 0.9631 -0.6786
C -1.1082 -0.4841 0.6075
O -0.9780 -1.7824 0.9587
N 0.1363 -1.9461 1.6932
C 0.7108 -0.7804 1.8187
C 2.0030 -0.6255 2.5198
S 3.3083 -1.5710 1.6330
C 2.9181 -1.1367 -0.0442
C 2.7186 0.1870 -0.4153
C 2.3573 0.4890 -1.7150
C 2.2292 -0.5395 -2.6311
F 1.8684 -0.2462 -3.8991
C 2.4596 -1.8599 -2.2871
C 2.8007 -2.1557 -0.9809
C -0.0492 0.2284 1.1355
C 0.3032 1.6785 1.1359
O 1.2050 2.0999 1.8468
N -0.4130 2.4426 0.3090
C -0.2362 3.8779 0.2110
C -1.4845 4.5815 0.7391
C 0.0354 4.2541 -1.2428
H -6.5667 -2.8084 0.8646
H -4.8144 -2.8916 0.9742
H -5.6354 -3.4434 -0.4902
H -6.4482 -1.0967 -0.8919
H -5.5300 -0.5541 0.5137
H -4.3483 -0.1121 -1.6410
H -4.3277 -1.8620 -1.9745
H -2.8686 -2.0906 -0.0250
H 2.2790 0.4253 2.5892
H 1.9699 -1.0818 3.5078
H 2.8403 0.9796 0.3056
H 2.1830 1.5077 -2.0226
H 2.3597 -2.6350 -3.0303
H 2.9709 -3.1762 -0.6759
H -1.1986 2.0439 -0.2046
H 0.6274 4.1329 0.8345
H -1.3660 5.6593 0.6695
H -2.3533 4.2840 0.1555
H -1.6553 4.3165 1.7797
H -0.7973 3.9428 -1.8699
H 0.1608 5.3294 -1.3345
H 0.9407 3.7690 -1.5991
```